Record 1
The following is a DFT calculation (ωB97M-V/def2-TZVPD) of a structure of composition C25H47Br2CaNO3Si2 at a distorted geometry.

Geometry as ORCA input:
```
! RIJCOSX wB97M-V def2-TZVPD def2/J DEFGRID3
* xyz 0 1
O -0.20 2.82 -1.03
O 1.77 3.69 -1.80
C -1.12 2.43 -2.11
C -2.20 1.54 -1.57
H -0.50 1.86 -2.84
H -1.54 3.34 -2.58
H -1.82 0.78 -0.87
H -2.71 1.01 -2.38
H -3.00 2.11 -1.06
C -0.93 3.57 0.17
C -1.23 4.97 -0.27
H -0.26 3.55 1.05
H -1.79 2.92 0.34
H -0.34 5.48 -0.68
H -1.53 5.57 0.59
H -2.04 4.93 -1.00
C 2.84 3.53 -0.78
C 2.22 3.77 -3.21
C 2.40 4.06 0.57
H 3.65 4.15 -1.16
H 3.15 2.47 -0.74
H 1.78 4.97 0.46
H 3.29 4.36 1.16
H 1.88 3.30 1.19
C 1.89 5.12 -3.77
H 1.78 2.95 -3.78
H 3.29 3.56 -3.17
H 0.83 5.36 -3.70
H 2.19 5.19 -4.80
H 2.44 5.89 -3.23
H 0.67 3.50 -1.51
Ca 0.12 -1.85 0.92
C 1.59 -0.64 -0.06
Si 2.40 -1.19 -1.61
H 2.29 -0.10 0.60
H 0.85 0.20 -0.33
C 1.35 -0.78 -3.11
C 2.79 -3.03 -1.44
C 3.92 -0.05 -1.86
C -1.16 -2.80 -1.04
Si -1.53 -4.44 -0.28
H -0.74 -2.89 -2.05
H -2.04 -2.14 -1.12
C -0.23 -5.70 -0.78
C -3.27 -5.00 -0.67
C -1.39 -4.34 1.63
H 4.80 -0.54 -2.30
H 4.19 0.38 -0.87
H 3.63 0.81 -2.52
H 0.43 -1.38 -3.17
H 1.92 -0.88 -4.05
H 1.06 0.28 -3.02
H 1.90 -3.67 -1.46
H 3.31 -3.23 -0.49
H 3.44 -3.36 -2.25
H -3.42 -5.11 -1.75
H -4.02 -4.27 -0.31
H -3.50 -5.97 -0.19
H -2.10 -3.60 2.05
H -0.37 -4.13 2.01
H -1.67 -5.33 2.02
H -0.58 -6.72 -0.60
H 0.71 -5.57 -0.22
H 0.00 -5.60 -1.85
Br -4.59 -0.52 1.09
C -3.50 -0.61 2.65
C -4.05 -0.76 3.93
C -3.23 -0.97 5.05
Br -4.07 -1.23 6.74
C -1.82 -1.10 4.93
C -0.95 -1.49 5.97
C 0.36 -1.79 5.70
C 0.82 -1.74 4.36
N 0.01 -1.36 3.35
C -1.26 -0.97 3.62
C -2.10 -0.66 2.45
O -1.59 -0.56 1.27
H -5.12 -0.72 4.02
H -1.38 -1.58 6.96
H 1.06 -2.09 6.48
H 1.84 -1.99 4.08
*
```

DFT total energy (Eh): -7665.8095
Orbital gap (eV): 5.49
Energy relative to the best compared isomer or geometry (same formula, charge and spin) (eV): 2.754
Molar mass (g mol⁻¹): 665.7

---

Record 2
The following is a DFT calculation (ωB97M-V/def2-TZVPD) of a structure of composition C10H18N3SeV.

Geometry as ORCA input:
```
! RIJCOSX wB97M-V def2-TZVPD def2/J DEFGRID3
* xyz 1 2
V 0.30 1.53 -0.25
N -0.63 0.94 -2.17
C -2.02 0.44 -1.99
C -2.14 -0.22 -0.64
N -1.57 0.62 0.44
C -2.46 1.67 0.98
C -2.29 3.01 0.30
N -0.84 3.36 0.21
H -0.05 0.21 -2.58
H -0.61 1.68 -2.86
H -2.69 1.30 -2.09
H -2.29 -0.27 -2.77
H -3.17 -0.49 -0.42
H -1.55 -1.14 -0.65
H -1.34 0.00 1.21
H -3.51 1.35 0.92
H -2.23 1.77 2.04
H -2.68 3.00 -0.72
H -2.85 3.77 0.85
H -0.72 4.17 -0.39
H -0.52 3.67 1.13
Se 2.26 0.62 0.57
C 2.68 -1.25 0.70
C 3.11 -1.78 1.91
C 3.42 -3.13 2.00
C 3.31 -3.95 0.89
C 2.89 -3.42 -0.32
C 2.58 -2.07 -0.42
H 3.20 -1.14 2.78
H 3.75 -3.54 2.95
H 3.55 -5.00 0.97
H 2.82 -4.05 -1.20
H 2.28 -1.65 -1.37
*
```

DFT total energy (Eh): -3901.3083
<S²>: 0.763
Orbital gap (spin up / spin down) (eV): 7.66 / 7.20
Energy relative to the best compared isomer or geometry (same formula, charge and spin) (eV): 0.000
Molar mass (g mol⁻¹): 310.2

---

Record 3
The following is a DFT calculation (ωB97M-V/def2-TZVPD) of the molecule C2H6N4O2 at a distorted geometry.

Geometry as ORCA input:
```
! RIJCOSX wB97M-V def2-TZVPD def2/J DEFGRID3
* xyz 0 1
C -1.04 0.96 -0.44
C 0.90 -0.87 0.52
H -2.73 -1.41 -0.59
H -0.99 1.91 -1.12
H 0.44 1.80 0.26
H -0.45 -0.42 1.85
H 0.67 -1.91 0.62
H 3.19 0.40 -1.04
N -1.72 -0.05 -0.94
N -0.37 1.14 0.77
N 0.25 0.04 1.28
N 1.74 -0.99 -0.46
O -2.03 -0.97 -0.04
O 2.15 0.37 -0.65
*
```

DFT total energy (Eh): -449.0763
SMILES: O/N=C\NN/C=N\O
Orbital gap (eV): 9.56
Energy relative to the best compared isomer or geometry (same formula, charge and spin) (eV): 6.663
Molar mass (g mol⁻¹): 118.1

---

- Which of these has the lowest energy relative to the best compared isomer or geometry (same formula, charge and spin)?
  C10H18N3SeV

---

- Which value of molar mass does entry 2 give?
  310.2 g mol⁻¹